1.
Here is C2H3N3S as an isolated structure from OMol25. Energies are from the ωB97M-V functional and the def2-TZVPD basis.

Structure (XYZ):
```
9
Properties=species:S:1:pos:R:3:forces:R:3:mulliken_charge:R:1
C -0.7917 -0.8611 -0.0127 -0.570 -1.273 -1.338 0.101
C 0.7932 1.2340 0.4298 -0.679 -1.874 -2.079 -0.124
H 0.6283 -1.3760 -1.3076 1.220 -1.343 -0.795 0.297
H -1.1600 -1.8424 -0.1501 0.069 -1.462 0.024 0.320
H 1.5213 1.7950 0.9951 -0.063 0.271 -0.115 0.431
N 0.2672 -0.5709 -0.9053 -1.858 3.416 2.732 -0.105
N -1.5135 -0.1764 0.7700 1.552 1.231 -0.677 -0.380
N 1.2365 0.3240 -0.3887 -0.110 0.138 1.334 -0.436
S -0.9814 1.4738 0.5694 0.438 0.897 0.914 -0.103
```
Forces are in eV/Å.

Properties
- relative energy (zero: lowest compared OMol25 entry of this formula, charge and spin) (kJ/mol) = 181.1
- HOMO level (eV) = -8.58
- net charge = 0
- maximum force (eV/Å) = 4.752
- molar mass (g mol⁻¹) = 101.134
- gap between HOMO and LUMO (eV) = 9.01

=====

2.
Here is a 2-piece molecular cluster, H2N3O2S overall from OMol25. Energies are from the ωB97M-V functional and the def2-TZVPD basis.

Structure (XYZ):
```
8
Properties=species:S:1:pos:R:3:forces:R:3:mulliken_charge:R:1
N -1.3130 -0.7759 0.2182 -0.040 -3.722 -0.599 -0.671
N -0.2098 -0.4985 -0.2053 1.437 -3.031 0.044 0.187
N 0.1397 0.7255 -0.5901 3.594 1.819 -1.149 0.635
O 1.2865 -0.6825 1.1215 -1.305 1.876 1.152 -0.717
O 1.3516 0.8522 -0.9261 -2.331 0.610 0.291 -0.519
S -1.0438 1.8373 -0.8297 -0.337 0.863 -0.220 -0.367
H -1.8023 -0.0309 0.5442 -1.843 3.403 1.588 0.207
H 1.5912 -1.4271 0.6673 0.826 -1.820 -1.106 0.244
```
Forces are in eV/Å.

Properties
- relative energy (zero: lowest compared OMol25 entry of this formula, charge and spin) (kJ/mol) = 364.5
- HOMO level (alpha / beta) (eV) = -3.64 / -3.66
- net charge = -1
- maximum force (eV/Å) = 4.188
- molar mass (g mol⁻¹) = 108.102
- gap between HOMO and LUMO (alpha / beta) (eV) = 6.56 / 6.58

=====

3.
Here is C8H10Br2N as an isolated structure from OMol25. Energies are from the ωB97M-V functional and the def2-TZVPD basis.

Structure (XYZ):
```
21
Properties=species:S:1:pos:R:3:forces:R:3:mulliken_charge:R:1
C 2.3967 -0.8487 0.2821 0.307 0.778 0.348 -0.061
C 1.0331 1.3147 -0.0206 -0.592 -1.816 -0.103 -0.831
C 2.1265 0.5793 0.0577 0.443 -0.762 -0.061 0.710
C 1.4397 -1.7113 0.1750 -0.593 -2.619 -0.193 -0.455
C -1.1964 -0.5194 -1.7717 0.394 0.086 1.577 -0.909
C -2.0386 -0.9463 -0.4562 0.083 -0.151 -1.202 -0.505
C -0.7202 -0.4022 -0.3403 -0.182 -0.897 -3.746 0.464
C -0.8622 0.9390 1.5525 -0.251 -0.711 -1.174 -0.856
N -0.3772 0.8994 0.0730 -0.192 1.881 2.886 0.063
Br 3.6533 1.6371 -0.1667 0.847 0.034 0.059 -0.122
Br 1.0779 -3.5376 0.3008 0.450 1.298 -0.019 -0.016
H 3.3860 -1.1054 0.6307 0.310 -0.063 0.001 0.444
H 1.2714 2.3152 -0.0794 -0.821 2.296 -0.324 0.554
H -0.8635 -1.1976 -2.5695 -0.299 -0.184 0.889 0.246
H -1.3392 0.4933 -2.1413 -0.396 -0.168 -0.258 0.188
H -2.8361 -0.3413 -0.1186 -1.068 0.631 0.032 0.270
H -2.2905 -2.0096 -0.3857 0.642 0.288 0.053 0.252
H -0.4859 1.8727 1.9725 0.039 -0.536 0.462 0.386
H -1.9832 0.9365 1.4479 1.220 -0.088 0.622 0.353
H -0.4473 -0.0573 1.8228 -0.460 1.136 1.241 0.368
H -0.9442 1.6896 -0.2651 0.121 -0.433 -1.089 0.457
```
Forces are in eV/Å.

Properties
- HOMO level (alpha / beta) (eV) = -11.58 / -12.98
- <S²> = 2.016
- net charge = +1
- 2S+1 = 3
- maximum force (eV/Å) = 3.856
- molar mass (g mol⁻¹) = 279.983
- gap between HOMO and LUMO (alpha / beta) (eV) = 7.98 / 6.89

=====

4.
Here is C32H46BrF4HgINO7P2S6 as an isolated structure from OMol25. Energies are from the ωB97M-V functional and the def2-TZVPD basis.

Structure (XYZ):
```
101
Properties=species:S:1:pos:R:3:forces:R:3:mulliken_charge:R:1
Hg -22.3473 0.1310 0.6342 0.155 -0.062 0.022 0.936
C -28.2555 -1.9929 4.7987 -3.253 -1.699 -3.531 -1.513
C -28.2480 -1.7048 3.2743 -1.372 -4.060 0.719 0.328
C -28.3519 -0.2500 2.8616 -0.141 -5.036 -5.522 -0.885
O -27.2099 -2.4989 2.6028 -1.069 2.346 0.471 -0.170
P -25.6950 -1.8478 2.5052 -4.017 3.636 1.619 1.971
O -25.5930 -0.6186 3.4718 0.401 -3.844 -3.535 -0.811
C -25.3383 -1.8969 0.7735 2.026 8.391 0.929 0.574
P -25.9480 -1.2552 -0.8516 3.118 4.749 3.880 -0.416
O -24.9211 -0.9143 -1.8840 -1.488 -0.149 1.434 -0.741
O -26.8526 -0.0600 -0.2354 0.215 -1.038 0.091 0.398
C -27.7473 0.4377 -1.1525 -4.206 1.849 -2.241 0.508
C -27.6271 1.9855 -1.1901 5.633 -0.005 3.061 -1.017
C -29.5037 0.1581 -1.0316 2.051 3.070 2.021 -1.554
O -27.0141 -2.2569 -1.1469 -2.573 -4.335 -5.050 -0.088
C -26.7827 -2.8752 -2.6137 2.444 -1.107 -1.049 0.566
C -28.0268 -4.0128 -2.9032 0.625 9.720 5.618 -1.517
C -25.3443 -3.6122 -2.4478 -1.857 -2.090 1.613 -1.039
O -25.0491 -3.1912 2.8040 1.766 -2.575 4.021 -0.468
C -25.0928 -3.4931 4.2924 1.773 -0.968 2.169 0.590
C -23.8433 -2.8351 4.8742 5.806 0.904 -3.926 -0.509
C -24.8957 -5.0103 4.4804 -5.887 3.100 13.511 -1.643
H -29.1037 -1.4339 5.0806 -0.930 1.016 1.002 0.524
H -27.4421 -1.7998 5.3748 2.468 0.401 1.465 0.348
H -28.7230 -2.9967 4.6957 1.423 0.119 1.621 0.396
H -29.3518 -2.7314 3.0750 2.358 3.634 -0.586 0.176
H -27.5789 -0.1920 2.0924 0.336 1.053 0.591 -0.128
H -28.3596 0.4211 3.5825 0.095 3.065 3.211 0.604
H -29.1806 -0.2494 2.1579 -0.807 0.678 0.462 0.210
H -24.9727 -2.6720 0.3564 2.467 -6.762 -1.414 0.514
H -24.2254 -1.3556 0.9778 -2.430 -1.055 -0.855 -1.325
H -27.7590 -0.1504 -2.0894 1.160 0.843 -0.084 0.063
H -28.5062 2.3823 -0.6599 0.480 1.085 -1.276 0.426
H -26.4566 2.4812 -1.5539 -4.102 -0.790 -0.317 0.303
H -26.8007 2.2106 -0.1896 -2.344 -1.032 -1.474 -0.035
H -29.8257 0.2150 0.0350 0.035 1.395 -0.557 0.368
H -29.7650 -0.8014 -1.0813 -0.173 -4.574 -1.135 0.559
H -30.1879 0.6535 -1.7860 1.323 0.205 1.047 0.342
H -26.4707 -1.9624 -3.4480 -1.772 -2.421 2.634 0.323
H -27.6607 -4.8103 -2.4857 1.511 -4.527 2.634 0.461
H -28.1998 -4.1230 -3.8543 -1.380 -0.148 -5.165 0.465
H -28.7529 -3.3538 -2.2099 0.606 -2.396 -1.944 0.284
H -25.2459 -4.3501 -1.6005 -1.944 -0.674 -0.515 0.289
H -24.7293 -3.0606 -1.7865 1.766 1.671 -1.412 0.217
H -24.9390 -4.2691 -3.2434 -0.046 1.408 -0.119 0.435
H -25.8013 -3.2158 5.0582 -1.977 0.820 -1.493 -0.121
H -23.0901 -3.7172 4.2417 -0.803 3.246 1.887 0.098
H -23.2998 -2.7087 5.9069 -2.301 -0.887 -1.448 0.284
H -23.6232 -1.7124 4.3324 -0.710 -3.318 1.476 0.174
H -25.8018 -5.6389 4.8851 1.020 1.319 -1.807 0.237
H -24.3116 -5.1176 5.6017 -0.731 0.246 -3.571 0.282
H -24.5011 -5.3057 3.7303 5.451 -4.656 -9.023 0.741
F -21.5254 4.5161 -2.4263 1.316 0.938 0.919 -0.246
C -22.8300 4.3089 -2.3693 -1.649 1.140 2.191 0.579
F -22.9411 3.3337 -3.2731 -1.579 -0.423 -0.428 -0.219
F -23.4298 5.4724 -2.8495 0.465 -1.049 -0.335 -0.328
C -23.4741 4.0689 -0.8927 5.345 -3.905 -4.782 0.301
C -24.6500 4.6136 -0.5711 -1.769 6.468 -0.997 -0.506
C -25.0281 4.5549 0.7131 -7.066 -1.531 2.861 0.078
C -24.9003 3.3466 1.3182 4.771 -1.815 0.019 -1.151
N -23.6527 2.4463 0.9008 -1.370 1.640 -1.753 -0.450
C -23.0332 2.8869 -0.2833 -1.137 -0.453 2.306 0.378
S -21.6713 1.8303 -0.8871 -0.922 0.566 0.822 -0.457
H -24.8455 5.6840 -0.8128 0.170 -0.819 -1.384 0.128
H -26.3315 5.1340 1.0672 4.280 -1.270 -0.918 0.115
H -25.0555 3.1596 2.3308 -0.829 -0.445 1.490 0.601
C -19.5587 -0.9293 2.8420 -0.654 -3.220 1.519 -0.409
C -18.4187 -0.0371 2.2773 -2.134 -0.982 -0.055 0.916
C -17.9548 0.9586 3.3291 0.079 -5.291 -0.347 -1.349
O -18.0811 -0.1498 1.1147 0.448 0.413 0.934 -0.597
H -19.4288 -0.9634 4.1207 -0.516 -0.273 -3.822 0.254
H -19.5341 -2.1097 2.2953 0.182 3.510 1.884 0.075
H -20.6671 -0.6595 2.6537 2.005 0.076 0.237 -0.060
H -17.5377 0.2929 4.1091 0.086 0.273 -0.136 0.361
H -18.8484 1.2432 3.7483 -1.744 2.332 0.939 0.258
H -17.1849 1.4137 2.8773 2.263 3.177 -1.032 0.445
Br -18.9171 -5.1424 -0.6478 0.485 -0.238 -0.414 -0.114
C -20.1047 -6.0114 -1.7672 -6.750 -0.572 2.293 0.294
C -19.9451 -6.7807 -2.9000 1.942 4.274 1.672 -0.562
C -21.0203 -6.9373 -3.7365 -3.453 -2.071 1.701 -0.314
C -22.3751 -7.0324 -3.2584 5.877 0.112 -7.052 -0.558
C -22.5169 -6.4467 -2.0863 -12.173 -2.364 -0.520 0.093
C -21.7751 -5.8511 -1.2911 9.593 2.298 3.443 -0.117
I -22.2304 -4.7811 0.3746 -0.331 0.490 0.316 0.236
H -19.0381 -6.2774 -3.1963 1.268 -1.522 -1.519 0.227
H -20.9100 -7.0750 -4.7465 0.741 -0.461 -2.328 0.441
H -22.9480 -6.9489 -4.2130 -0.954 -0.638 1.740 0.250
H -23.8524 -6.5244 -1.9485 3.689 0.893 0.672 0.040
F -22.3409 -1.8443 1.5545 -0.268 1.084 -0.349 -0.663
C -19.0359 4.7690 7.4488 -1.841 1.519 1.323 -0.651
S -19.5498 2.9391 7.7635 -0.267 1.658 -1.253 -0.097
C -21.2924 3.0339 7.3978 1.626 -0.333 1.125 -0.237
C -21.8627 3.0689 6.1741 -0.787 0.203 -0.436 0.131
S -21.2274 2.9685 4.5883 -0.252 0.042 0.662 -0.317
S -23.6364 3.3863 6.4111 0.155 -0.143 -0.289 -0.018
C -23.7383 3.4920 8.1367 0.017 0.357 -0.646 0.028
S -25.0907 3.9833 8.9577 -0.291 -0.189 0.160 -0.362
S -22.2377 3.1867 8.8618 0.218 0.070 -0.063 -0.131
H -17.9007 4.7127 7.6053 -1.707 0.565 -0.256 0.260
H -19.6655 5.4234 8.5047 2.260 -1.758 -3.542 0.187
H -19.3769 5.3253 6.3565 0.963 -2.092 3.266 0.217
```
Forces are in eV/Å.

Properties
- relative energy (zero: lowest compared OMol25 entry of this formula, charge and spin) (kJ/mol) = 3046.6
- HOMO level (alpha / beta) (eV) = -0.34 / -2.24
- <S²> = 0.771
- net charge = -2
- 2S+1 = 2
- maximum force (eV/Å) = 15.060
- molar mass (g mol⁻¹) = 1294.460
- gap between HOMO and LUMO (alpha / beta) (eV) = 3.31 / 5.21

=====

Number 3 is which compound?
C8H10Br2N